C47H48F6N3OS | wB97M-V/def2-TZVPD

```
106
Properties=species:S:1:pos:R:3:lowdin_charge:R:1
O 0.179 1.582 4.310 -0.04
C -0.184 0.277 3.914 -0.22
C 0.625 -0.087 2.675 -0.09
N 0.539 -1.535 2.268 -0.08
C 0.908 -2.474 3.378 -0.08
C -0.306 -3.136 3.995 -0.17
N -1.030 -3.912 2.998 0.00
C -1.541 -3.120 1.896 -0.28
C -3.014 -2.754 2.058 -0.26
C -3.643 -2.799 3.297 0.00
C -4.980 -2.418 3.364 -0.04
C -5.624 -2.017 2.200 -0.04
C -4.895 -2.023 1.014 -0.12
N -3.614 -2.377 0.931 0.12
C -0.792 -1.780 1.583 -0.48
S -0.467 -1.675 -0.203 0.90
H -0.305 2.219 3.778 0.11
H -1.252 0.248 3.694 0.13
H 0.010 -0.363 4.767 0.12
H 1.667 0.176 2.829 0.15
H 0.258 0.505 1.842 0.12
H 1.251 -1.623 1.542 0.14
H 1.592 -3.230 3.008 0.14
H 1.444 -1.903 4.131 0.13
H -0.978 -2.403 4.434 0.11
H 0.044 -3.792 4.783 0.14
H -0.412 -4.630 2.649 0.12
H -1.509 -3.737 1.005 0.13
H -3.156 -3.138 4.195 0.11
H -5.520 -2.438 4.298 0.11
H -6.656 -1.711 2.199 0.11
H -5.383 -1.733 0.094 0.10
H -1.458 -0.956 1.794 0.10
H -1.120 -0.569 -0.579 -0.09
F -0.330 1.643 -0.592 0.02
C 0.907 2.200 -0.498 -0.29
C 1.015 3.572 -0.401 -0.01
C 2.283 4.127 -0.302 -0.09
C 3.408 3.314 -0.304 -0.08
C 3.270 1.939 -0.409 -0.09
C 2.008 1.369 -0.508 -0.04
H 0.125 4.188 -0.414 0.12
H 2.396 5.200 -0.229 0.11
H 4.392 3.759 -0.238 0.11
H 4.148 1.308 -0.433 0.11
H 1.878 0.298 -0.606 0.09
F -5.641 -1.456 -3.071 0.04
C -4.433 -1.787 -3.578 -0.29
C -3.399 -2.047 -2.705 -0.02
C -2.161 -2.392 -3.224 -0.10
C -1.965 -2.462 -4.596 -0.08
C -3.024 -2.194 -5.455 -0.07
C -4.272 -1.859 -4.947 -0.01
H -3.561 -1.989 -1.635 0.08
H -1.353 -2.614 -2.541 0.04
H -0.996 -2.727 -4.995 0.10
H -2.880 -2.247 -6.525 0.11
H -5.111 -1.655 -5.599 0.12
F 4.581 6.376 -1.432 0.05
C 4.542 6.164 -2.767 -0.28
C 5.565 6.651 -3.553 -0.01
C 5.517 6.424 -4.922 -0.08
C 4.455 5.724 -5.480 -0.10
C 3.436 5.246 -4.666 -0.09
C 3.478 5.463 -3.296 -0.02
H 6.380 7.199 -3.099 0.12
H 6.312 6.795 -5.553 0.11
H 4.421 5.553 -6.547 0.11
H 2.607 4.701 -5.098 0.11
H 2.699 5.095 -2.647 0.09
F 3.334 -0.422 -2.920 0.03
C 4.266 0.162 -3.715 -0.28
C 4.375 1.537 -3.716 -0.02
C 5.333 2.132 -4.524 -0.07
C 6.156 1.347 -5.320 -0.08
C 6.025 -0.035 -5.305 -0.08
C 5.075 -0.640 -4.493 -0.02
H 3.719 2.132 -3.094 0.10
H 5.433 3.209 -4.531 0.09
H 6.900 1.812 -5.952 0.10
H 6.663 -0.648 -5.927 0.11
H 4.961 -1.715 -4.462 0.12
F -7.697 -6.607 0.551 0.06
C -7.345 -6.167 -0.674 -0.29
C -7.007 -4.838 -0.834 -0.02
C -6.641 -4.387 -2.094 -0.08
C -6.625 -5.263 -3.170 -0.09
C -6.973 -6.595 -2.986 -0.08
C -7.334 -7.057 -1.729 -0.02
H -7.034 -4.173 0.020 0.10
H -6.367 -3.352 -2.234 0.08
H -6.341 -4.908 -4.152 0.10
H -6.965 -7.278 -3.824 0.11
H -7.603 -8.091 -1.562 0.12
F 2.862 4.059 10.018 0.07
C 2.695 3.708 8.731 -0.29
C 3.670 4.043 7.814 -0.01
C 3.492 3.675 6.489 -0.08
C 2.349 2.989 6.097 -0.10
C 1.379 2.666 7.038 -0.09
C 1.552 3.023 8.368 -0.01
H 4.550 4.583 8.138 0.12
H 4.250 3.926 5.759 0.10
H 2.216 2.708 5.064 0.08
H 0.487 2.137 6.738 0.09
H 0.814 2.778 9.120 0.12
```

Summary:
HOMO in eV: -10.663
Net charge: +1
Kohn-Sham gap in eV: 8.0

=====

C47H48N5O5P2S2Tc | wB97M-V/def2-TZVPD

```
110
Properties=species:S:1:pos:R:3:lowdin_charge:R:1
Tc 1.089 -0.037 0.519 0.69
N -2.162 -0.678 1.292 0.12
C -1.731 0.491 1.860 -0.29
C -2.512 1.034 2.887 -0.02
C -2.188 2.254 3.442 -0.06
C -1.053 2.917 2.941 -0.07
C -0.304 2.300 1.983 -0.18
N -0.596 1.102 1.437 0.00
C -1.635 -1.553 0.372 -0.36
C -2.329 -2.754 0.208 -0.03
C -1.904 -3.679 -0.716 -0.06
C -0.773 -3.364 -1.483 -0.07
C -0.154 -2.163 -1.276 -0.22
N -0.552 -1.234 -0.383 -0.06
H -2.943 -1.084 1.788 0.14
H -3.377 0.486 3.235 0.11
H -2.782 2.693 4.228 0.10
H -0.758 3.886 3.312 0.10
H 0.607 2.754 1.618 0.10
H -3.196 -2.943 0.826 0.11
H -2.425 -4.615 -0.841 0.11
H -0.401 -4.043 -2.233 0.11
H 0.724 -1.894 -1.846 0.02
N -0.601 1.625 -1.921 -0.38
P 0.914 1.611 -1.159 0.86
C 2.023 1.758 -2.634 -0.35
C 3.353 1.360 -2.569 -0.14
C 4.229 1.678 -3.594 -0.08
C 3.791 2.403 -4.690 -0.10
C 2.463 2.789 -4.770 -0.10
C 1.587 2.466 -3.751 -0.11
C 1.023 3.411 -0.794 -0.32
C 2.259 4.060 -0.837 -0.09
C 2.359 5.411 -0.572 -0.08
C 1.226 6.147 -0.254 -0.10
C -0.007 5.513 -0.200 -0.09
C -0.104 4.161 -0.457 -0.12
P -1.996 0.627 -1.717 1.05
C -3.180 1.823 -2.468 -0.35
C -3.666 2.808 -1.601 -0.12
C -4.646 3.689 -1.999 -0.10
C -5.190 3.588 -3.274 -0.10
C -4.732 2.602 -4.138 -0.09
C -3.741 1.725 -3.744 -0.08
C -1.785 -0.517 -3.133 -0.38
C -2.794 -1.451 -3.363 -0.13
C -2.640 -2.428 -4.326 -0.10
C -1.471 -2.486 -5.073 -0.10
C -0.462 -1.565 -4.847 -0.07
C -0.613 -0.593 -3.876 -0.09
H -0.837 2.522 -2.336 0.04
H 3.684 0.776 -1.723 -0.02
H 5.261 1.362 -3.529 0.10
H 4.481 2.667 -5.479 0.09
H 2.106 3.352 -5.621 0.09
H 0.554 2.772 -3.827 0.09
H 3.140 3.497 -1.109 0.10
H 3.325 5.895 -0.618 0.10
H 1.302 7.205 -0.055 0.09
H -0.895 6.079 0.046 0.10
H -1.065 3.674 -0.389 0.08
H -3.256 2.869 -0.600 0.09
H -4.990 4.456 -1.317 0.10
H -5.967 4.270 -3.587 0.09
H -5.153 2.523 -5.131 0.10
H -3.394 0.966 -4.432 0.10
H -3.699 -1.403 -2.770 0.11
H -3.422 -3.158 -4.492 0.10
H -1.353 -3.255 -5.823 0.10
H 0.456 -1.610 -5.416 0.11
H 0.190 0.109 -3.697 0.08
C 1.345 0.455 3.845 -0.09
O 2.335 1.058 3.040 -0.15
C 2.413 0.911 1.711 -0.40
C 3.710 1.573 1.310 -0.10
H 0.963 1.213 4.533 0.09
H 1.818 -0.351 4.409 0.09
H 0.521 0.029 3.278 0.06
H 4.350 1.696 2.183 0.07
H 3.510 2.555 0.883 0.05
H 4.205 0.962 0.560 0.02
S 2.793 -1.168 -0.540 -0.03
C 0.945 -0.624 7.354 -0.05
C 0.660 -1.958 6.730 -0.28
C -0.599 -2.244 6.213 -0.03
C -0.844 -3.454 5.594 -0.07
C 0.171 -4.386 5.494 -0.28
C 1.423 -4.135 6.021 -0.06
C 1.663 -2.920 6.639 -0.04
S -0.204 -5.895 4.606 0.64
O -1.415 -6.426 5.178 -0.31
O 0.947 -6.759 4.596 -0.31
N -0.555 -5.457 3.049 -0.13
C 0.570 -5.236 2.165 -0.23
C 1.291 -3.903 2.371 -0.06
C 0.347 -2.679 2.373 -0.62
O -0.796 -2.775 2.847 -0.02
O 0.855 -1.624 1.933 -0.19
H 0.022 -0.094 7.576 0.08
H 1.526 -0.013 6.665 0.06
H 1.521 -0.736 8.271 0.08
H -1.390 -1.511 6.289 0.11
H -1.812 -3.694 5.188 0.11
H 2.186 -4.895 5.947 0.11
H 2.640 -2.709 7.051 0.11
H -1.139 -4.618 3.055 0.07
H 0.184 -5.277 1.141 0.11
H 1.260 -6.068 2.325 0.11
H 2.025 -3.755 1.576 0.11
H 1.824 -3.899 3.327 0.11
```

Summary:
⟨S²⟩: 0.7816
HOMO (alpha / beta) in eV: -2.622 / -2.299
Net charge: -1
Kohn-Sham gap (alpha / beta) in eV: 4.8 / 4.5
2S+1: 2